# 1
Here is a structure of composition C26H52As2N4PtSi4 from the Open Molecules 2025 dataset. Energies are from the ωB97M-V functional and the def2-TZVPD basis.

```
89
Properties=species:S:1:pos:R:3:forces:R:3:mulliken_spin:R:1
Pt 0.34023 -0.30446 -0.74120 0.33 -0.12 -0.07 1.077
C 0.08440 3.61415 -0.44505 0.05 -0.01 -0.04 0.032
As 0.60016 1.94942 0.40916 -0.30 0.17 0.06 0.136
C -0.74880 1.87586 1.81349 0.03 -0.07 -0.02 0.103
C 2.23756 2.28889 1.40567 -0.10 0.01 -0.03 0.084
C 2.20125 2.22051 2.79708 0.06 -0.07 0.08 0.001
C 3.36042 2.40699 3.53721 0.01 0.01 -0.06 -0.007
C 4.56155 2.65837 2.88956 -0.06 -0.02 -0.03 0.012
C 4.58674 2.74974 1.50516 0.03 -0.01 0.03 -0.004
C 3.43501 2.57192 0.74553 0.01 0.08 -0.07 -0.027
As 3.47637 2.82639 -1.20367 0.09 -0.06 0.05 0.006
C 4.18331 4.64845 -1.21309 -0.03 -0.02 -0.05 0.000
C 5.13031 1.85797 -1.60887 -0.02 0.01 0.01 0.002
H 0.12796 4.40960 0.29821 -0.01 -0.02 0.03 0.010
H -0.93180 3.51422 -0.82438 0.01 0.02 0.01 0.003
H 0.76092 3.83848 -1.26395 -0.03 0.00 -0.02 0.001
H -0.89255 2.85607 2.26787 0.09 0.01 0.01 0.005
H -0.46817 1.14859 2.57332 -0.03 -0.04 -0.02 -0.031
H -1.68644 1.56528 1.35666 0.05 0.04 0.03 -0.052
H 1.28268 2.02828 3.33349 -0.04 0.00 -0.05 0.006
H 3.31850 2.36672 4.61795 0.01 0.00 0.00 0.000
H 5.47061 2.80145 3.45891 -0.01 0.01 0.00 0.000
H 5.52449 2.97124 1.00996 0.01 0.01 0.01 0.000
H 5.05957 4.73025 -0.57257 0.00 0.00 0.01 0.000
H 3.41677 5.34213 -0.87130 0.01 0.00 0.00 0.000
H 4.45955 4.90710 -2.23447 -0.01 0.01 0.00 0.000
H 6.00265 2.35241 -1.18430 -0.01 0.01 0.00 0.000
H 5.24670 1.80714 -2.69039 0.02 0.01 0.00 0.001
H 5.07587 0.84232 -1.21832 -0.02 -0.01 -0.02 -0.003
N -0.44622 -2.10444 3.98286 -0.08 0.04 0.01 0.128
C -1.78428 -2.49119 3.98116 0.07 0.01 0.01 0.049
C -2.27794 -2.25773 2.76577 0.03 -0.04 0.01 0.033
N -1.26609 -1.70811 1.93513 -0.08 -0.04 -0.04 0.354
C -0.09580 -1.67325 2.71957 -0.04 0.02 0.03 0.408
C 1.18248 -1.33402 2.29743 0.00 -0.06 -0.07 0.028
N 1.55671 -1.01407 1.03829 0.08 0.23 -0.07 0.158
C 2.92717 -0.84471 1.07959 0.00 -0.02 0.03 0.033
C 3.39452 -1.05256 2.33063 0.00 -0.01 0.02 0.086
N 2.29361 -1.35527 3.10460 0.01 -0.01 0.01 0.107
H 0.18333 -2.25917 4.74826 0.01 -0.03 -0.01 -0.004
H -2.26251 -2.89694 4.85543 0.02 0.01 0.00 0.003
H -3.27186 -2.43736 2.39819 0.02 0.02 -0.01 -0.002
H 3.50075 -0.56901 0.21448 0.00 0.03 0.00 -0.007
H 4.38901 -1.00096 2.73642 -0.01 -0.01 -0.01 0.007
H 2.32377 -1.56725 4.08551 0.01 -0.01 0.00 -0.003
C 2.01765 -0.38071 -2.17902 0.01 -0.09 0.10 0.456
H 2.20511 0.66567 -2.40449 -0.07 0.00 -0.01 0.001
H 1.80849 -0.97479 -3.05633 -0.02 0.02 -0.03 0.001
H 2.80578 -0.83275 -1.58496 -0.07 -0.04 0.05 0.001
C -3.25506 -3.87939 -1.81489 0.07 -0.01 -0.08 0.045
Si -1.72482 -3.70762 -0.78462 -0.21 0.05 0.13 0.290
C -1.73493 -4.74173 0.75491 0.00 -0.02 -0.04 0.055
C -0.11229 -3.81482 -1.69546 0.06 -0.01 -0.02 0.161
Si -1.59529 -1.24492 0.26862 0.10 0.08 -0.28 0.013
Si -3.83778 -0.00175 0.35371 0.10 -0.16 0.15 0.169
C -3.58258 1.72412 -0.32720 0.03 0.08 0.05 0.060
C -5.13769 -1.01655 -0.50009 -0.03 0.05 0.02 0.019
C -4.16607 0.14518 2.18901 -0.12 0.03 -0.03 0.044
Si -0.70981 0.02730 -2.90845 -0.19 -0.11 0.15 -0.044
C -0.43116 -1.41253 -4.10950 -0.02 -0.07 0.02 0.022
C -0.16621 1.63690 -3.70188 0.13 0.07 0.05 -0.003
C -2.59280 -0.01650 -2.86639 -0.04 0.12 -0.07 0.057
H -3.22128 -4.88292 -2.25714 0.00 0.02 0.01 0.016
H -3.30652 -3.16815 -2.63973 0.00 0.01 0.02 -0.004
H -4.16778 -3.81412 -1.22508 0.01 -0.01 -0.01 -0.006
H -1.71382 -5.78441 0.41438 0.00 0.01 0.02 0.014
H -2.62267 -4.61336 1.37119 0.00 -0.02 -0.01 -0.009
H -0.84509 -4.57377 1.36312 -0.03 0.01 0.01 -0.008
H 0.49515 -4.59403 -1.22907 -0.01 -0.01 -0.01 0.009
H 0.47304 -2.89331 -1.68232 0.00 0.05 0.01 -0.082
H -0.29443 -4.07567 -2.73921 0.02 0.00 0.00 0.008
H -4.29221 1.91274 -1.13504 -0.01 0.01 0.04 0.001
H -2.58138 1.91303 -0.71292 -0.02 -0.03 -0.01 -0.020
H -3.77853 2.44156 0.47297 0.00 -0.01 -0.01 0.006
H -5.11515 -0.90595 -1.58323 -0.01 -0.02 0.01 -0.003
H -6.11416 -0.67402 -0.14219 0.02 0.03 -0.03 0.007
H -5.06017 -2.07430 -0.25014 -0.02 0.01 0.03 -0.004
H -3.28066 0.31026 2.80268 0.00 0.00 -0.02 -0.004
H -4.72108 -0.70144 2.59142 0.04 0.00 0.01 -0.001
H -4.80632 1.02842 2.29197 0.00 -0.02 0.02 0.006
H 0.47401 -2.01083 -4.03961 0.03 0.05 0.00 0.002
H -0.46367 -0.99389 -5.12048 -0.01 0.02 0.03 0.003
H -1.28077 -2.09709 -4.03852 0.03 -0.02 0.02 0.000
H 0.32036 2.31546 -2.99977 0.00 0.01 0.00 0.000
H -1.02703 2.15762 -4.12825 0.00 -0.03 0.00 0.000
H 0.53846 1.45655 -4.51663 0.00 -0.02 0.03 -0.001
H -2.97305 -0.90077 -2.34647 0.02 0.04 0.00 -0.020
H -2.91830 -0.10474 -3.90865 0.03 -0.03 0.01 0.002
H -3.06999 0.87260 -2.46724 0.03 -0.07 -0.06 0.003
```
Positions in Å, forces in eV/Å.

Properties
HOMO level (alpha / beta) ... -10.846 / -13.455 eV
Lowest unoccupied orbital energy (alpha / beta) ... -0.1555 / -0.3141 Ha
<S²> ... 6.03
Spin multiplicity ... 5
Charge ... +2
HOMO-LUMO gap (alpha / beta) ... 6.6 / 4.9 eV

# 2
Here is a structure of composition C26H52BN5OP2SV at a distorted geometry from the Open Molecules 2025 dataset. Energies are from the ωB97M-V functional and the def2-TZVPD basis.

```
89
Properties=species:S:1:pos:R:3:forces:R:3:mulliken_spin:R:1
V -0.34456 -0.82483 -0.10298 -0.29 1.98 0.06 1.106
C 1.06511 -1.86873 5.37382 -0.02 -0.06 0.03 -0.001
C 0.09484 -2.04105 4.19456 -0.17 -0.01 -0.28 0.006
C -1.35464 -1.88528 4.66926 0.05 0.00 0.06 0.000
C 0.25956 -3.45710 3.61945 0.08 -0.01 0.01 0.003
P 0.41797 -0.82266 2.78569 0.37 0.58 0.01 0.027
C 2.24955 -1.03505 2.54944 -0.09 -0.10 -0.26 -0.002
N 2.57266 -1.05684 1.13852 0.16 0.02 0.01 -0.012
B 1.72485 -0.89464 0.00718 0.67 0.46 -0.14 -0.125
N 2.56282 -0.93156 -1.14535 0.19 0.04 0.04 -0.010
C 2.15101 -0.74173 -2.51411 -0.04 -0.09 0.25 0.021
P 0.34590 -1.14053 -2.60314 0.37 -0.09 -0.15 0.043
C 0.31390 -2.98685 -2.99502 -0.10 0.15 0.15 -0.024
C -1.13334 -3.48819 -2.83051 0.07 -0.03 -0.11 0.010
C 1.25290 -3.68832 -1.99502 0.03 -0.03 -0.10 0.005
C 0.81102 -3.32754 -4.40227 0.00 -0.11 0.03 -0.002
C -0.23818 -0.14625 -4.09498 -0.12 -0.10 0.15 -0.014
C 0.73764 -0.25734 -5.27804 -0.02 0.08 0.01 0.000
C -1.63740 -0.62925 -4.49705 0.09 0.03 -0.07 0.001
C -0.33496 1.32984 -3.69766 -0.01 -0.02 0.02 0.002
C 3.88284 -1.14222 -0.72855 -0.08 -0.07 0.00 -0.004
C 5.05094 -1.30397 -1.45874 0.00 0.02 -0.05 0.001
C 6.21928 -1.57020 -0.75811 0.01 0.01 0.02 0.000
C 6.22247 -1.66202 0.63437 0.00 0.02 -0.01 0.000
C 5.05804 -1.48487 1.36926 0.00 0.02 0.04 0.000
C 3.88705 -1.22767 0.67236 -0.13 -0.01 0.01 -0.006
C 0.24275 0.94722 3.43083 -0.09 -0.13 0.02 -0.002
C 1.23848 1.82214 2.64746 -0.09 0.05 0.01 0.008
C -1.22004 1.35191 3.17112 0.05 0.06 0.15 -0.009
C 0.52793 1.18148 4.91817 0.02 0.06 -0.02 -0.001
H 1.03939 -2.78045 5.97445 -0.01 0.01 -0.02 0.000
H 0.78062 -1.05266 6.02783 0.02 0.01 -0.01 0.000
H 2.10047 -1.71791 5.06621 -0.02 -0.03 0.03 0.000
H -1.59130 -2.68413 5.37681 0.00 0.02 -0.03 0.000
H -2.05852 -1.95997 3.83434 0.00 -0.02 0.03 -0.001
H -1.52357 -0.93772 5.18055 0.00 -0.04 -0.02 0.000
H 0.36790 -4.16694 4.44198 -0.03 0.02 -0.03 0.000
H 1.13913 -3.57156 2.97884 -0.02 0.01 0.05 0.000
H -0.62122 -3.75259 3.05759 -0.02 0.01 -0.02 0.000
H 2.57299 -1.96601 3.01337 -0.01 -0.06 0.08 0.000
H 2.77579 -0.21983 3.04485 0.08 0.00 0.10 -0.001
H 2.70972 -1.39476 -3.18586 0.02 -0.04 -0.06 -0.002
H 2.31640 0.28723 -2.83389 0.00 0.08 -0.11 -0.001
H -1.64131 -3.02294 -1.98489 -0.01 -0.03 -0.01 0.001
H -1.13429 -4.57114 -2.68115 0.01 0.04 -0.02 0.001
H -1.72979 -3.28980 -3.71776 0.00 0.00 -0.01 0.002
H 1.10935 -3.37159 -0.96659 0.01 -0.02 0.05 -0.002
H 2.30158 -3.51957 -2.24886 -0.05 0.03 0.03 0.000
H 1.07783 -4.76586 -2.05229 0.00 0.04 -0.03 0.000
H 0.09947 -3.04285 -5.17355 0.01 -0.01 0.00 0.000
H 0.94097 -4.41161 -4.46676 -0.02 0.04 0.01 0.000
H 1.77721 -2.87250 -4.62345 -0.01 -0.04 -0.01 0.000
H 0.66802 -1.20608 -5.79523 0.03 -0.04 -0.01 0.000
H 1.77652 -0.09548 -4.98522 -0.06 0.03 -0.05 0.000
H 0.48394 0.52163 -6.00076 0.00 -0.02 0.02 0.000
H -1.61132 -1.61130 -4.96602 -0.03 0.03 0.01 0.000
H -2.06572 0.06699 -5.22229 0.01 -0.02 0.04 0.000
H -2.31008 -0.67379 -3.63423 -0.02 0.03 -0.05 0.000
H 0.59265 1.72197 -3.27786 -0.01 0.02 0.02 0.000
H -1.13624 1.49282 -2.98092 -0.02 0.03 0.05 -0.003
H -0.56656 1.91236 -4.59166 0.02 -0.02 0.01 0.000
H 5.06140 -1.22465 -2.54038 -0.01 -0.01 0.07 0.000
H 7.14565 -1.70787 -1.30096 -0.04 0.01 0.02 0.000
H 7.14956 -1.87547 1.15124 -0.04 0.03 -0.03 0.000
H 5.06919 -1.54969 2.45149 0.00 -0.01 -0.07 0.000
H 1.36792 1.52593 1.60911 -0.01 0.01 -0.08 -0.003
H 2.22158 1.79661 3.11879 -0.03 0.02 -0.01 0.000
H 0.90209 2.86216 2.66422 0.00 -0.05 -0.01 -0.001
H -1.55092 1.07100 2.17403 0.00 0.06 -0.06 0.006
H -1.33600 2.43455 3.28462 0.01 -0.08 0.00 0.000
H -1.88838 0.87246 3.88910 0.02 0.02 0.00 0.002
H 1.51978 0.83619 5.21113 -0.03 0.03 -0.02 0.000
H -0.21906 0.72142 5.56352 0.06 0.02 0.00 0.000
H 0.49294 2.25994 5.10267 -0.01 -0.05 -0.02 0.000
N -2.64521 -0.40948 0.01484 -0.21 0.19 -0.11 0.014
N -3.10315 0.90562 -0.11267 -0.15 0.13 -0.03 0.004
C -2.20942 1.89379 -0.24762 0.11 -0.42 -0.02 0.005
N -2.62584 3.14403 -0.33389 -0.11 0.05 -0.05 0.001
S -0.56586 1.51557 -0.30541 0.89 1.34 -0.10 -0.010
H -3.06074 -0.98376 -0.71075 -0.10 -0.08 -0.09 0.005
H -2.92189 -0.77579 0.91845 -0.06 -0.08 0.17 0.002
H -4.09127 1.10071 -0.07364 -0.15 -0.13 0.06 0.000
H -3.60169 3.39925 -0.35132 0.01 0.01 0.04 0.000
H -1.94426 3.87768 -0.44676 0.00 0.01 0.00 0.000
C -1.03083 -3.72233 0.53141 -0.07 0.21 -0.18 0.004
O -0.70030 -2.36054 0.20538 -1.00 -4.38 0.51 -0.037
H -0.16358 -4.20870 0.95553 0.22 0.07 0.08 -0.001
H -1.32583 -4.25459 -0.36597 0.00 0.11 -0.13 -0.002
H -1.84983 -3.74254 1.24102 -0.10 0.14 0.12 -0.004
```
Positions in Å, forces in eV/Å.

Properties
HOMO level (alpha / beta) ... -12.708 / -12.721 eV
Lowest unoccupied orbital energy (alpha / beta) ... -0.2250 / -0.2098 Ha
<S²> ... 0.77
Spin multiplicity ... 2
Charge ... +2
HOMO-LUMO gap (alpha / beta) ... 6.6 / 7.0 eV

Energy relative to the best compared isomer or geometry (same formula, charge and spin): 0.0, 25.8 (kcal/mol)